Here is an isolated molecule of C4H7N3 at a distorted geometry from OMol25. Energies are from the ωB97M-V functional and the def2-TZVPD basis.

XYZ file:
```
14
Properties=species:S:1:pos:R:3:forces:R:3:nbo_charge:R:1
C -0.471778 1.434954 -0.468158 0.1 0.4 0.2 -0.4774
N 1.200077 -0.495611 1.667917 0.8 0.6 1.0 -0.6007
N 1.543375 -0.864482 0.476565 -0.8 -0.8 -0.4 -0.1865
C -1.213954 0.367599 0.180203 -0.1 -0.2 -1.0 0.3093
C 0.941166 -0.785771 -0.690256 0.4 0.2 -0.2 -0.0958
C -0.287957 -0.032237 -0.931574 -0.2 -0.2 0.5 -0.3548
N -2.129007 0.108002 0.980932 -0.5 0.2 0.6 -0.5805
H 0.468457 0.212154 1.685905 0.0 -0.3 -0.5 0.3194
H 2.369787 -1.466281 0.499752 -0.3 0.2 -0.1 0.3973
H -2.388113 -0.875432 1.052578 0.3 0.0 -0.2 0.3493
H -0.996572 2.104290 -1.134979 -0.1 0.0 -0.1 0.2376
H 0.342092 1.905130 0.067542 0.1 0.0 0.0 0.2358
H 1.376310 -1.339173 -1.505530 0.3 0.0 0.0 0.2024
H -0.753883 -0.273142 -1.880898 -0.1 0.0 0.1 0.2444
```
Positions in Å, forces in eV/Å.

Results
- E_tot (Ha) = -320.7333
- strongest force on any atom (eV/A) = 1.4
- spin multiplicity = 1
- total charge = 0

Here is an isolated molecule of C12H23NS at a distorted geometry from OMol25. Energies are from the ωB97M-V functional and the def2-TZVPD basis.

XYZ file:
```
37
Properties=species:S:1:pos:R:3:forces:R:3:nbo_charge:R:1
C 1.411074 -2.693364 2.486133 0.7 0.0 -0.4 -0.6290
C 1.690438 -2.497780 0.930807 0.3 -0.8 1.1 -0.4004
C 1.570778 -1.051798 0.469038 -0.5 -0.1 -1.8 -0.3965
C 0.082341 -0.507265 0.669112 1.7 0.7 0.5 -0.4086
C -0.017046 1.032536 0.393385 2.6 -1.5 1.7 -0.2453
C 0.737025 1.885606 1.496851 -1.6 0.2 -1.0 -0.3733
C -0.164464 2.219970 2.661439 1.5 2.5 -1.1 -0.6020
C -1.395756 1.425904 0.061127 -2.0 -0.4 0.3 -0.4863
S -1.708949 0.781133 -1.692542 -0.7 0.1 0.7 0.1558
C -3.559011 0.924057 -1.956401 0.2 2.6 -0.2 -0.5073
C -4.305942 -0.212537 -2.691520 1.9 -1.1 1.7 -0.3297
C -4.299743 -1.451341 -1.717880 1.3 2.4 0.2 -0.5841
C -3.671258 -0.643674 -3.970962 0.1 -0.4 -1.5 0.2779
N -3.291568 -1.066541 -4.991013 -0.6 0.9 2.1 -0.3156
H 1.929666 -1.908161 3.088436 -0.6 -0.4 -0.4 0.2017
H 0.363188 -2.799225 2.791757 0.0 0.8 -0.5 0.2074
H 1.776297 -3.649887 2.866573 0.5 0.0 -0.3 0.2130
H 1.034601 -3.155820 0.375752 -0.5 0.0 -0.2 0.1985
H 2.691071 -2.900199 0.644077 -0.4 0.4 0.6 0.2037
H 1.841378 -1.034603 -0.677100 -0.6 0.2 2.0 0.2044
H 2.391301 -0.501326 0.972203 -0.8 0.2 -0.1 0.1996
H -0.555148 -0.954139 -0.086051 -0.1 -0.6 0.2 0.2188
H -0.251641 -0.778295 1.707605 0.1 0.3 -0.9 0.1999
H 0.596562 1.182111 -0.459538 0.6 0.1 -1.2 0.2044
H 1.672868 1.473339 1.850386 0.2 -0.4 -0.4 0.2090
H 0.912516 2.813160 0.961123 0.6 0.3 0.1 0.1946
H -0.558242 1.382213 3.054960 -1.3 -3.0 1.7 0.1941
H 0.394019 2.768273 3.438932 -0.5 0.0 -0.3 0.2116
H -0.996728 2.768040 2.238600 -0.2 0.6 0.5 0.1945
H -2.039949 0.970327 0.855881 -0.1 0.0 -1.0 0.2095
H -1.596994 2.488633 0.161320 0.2 0.3 -0.5 0.2157
H -3.694773 1.851811 -2.628783 0.1 -1.1 1.4 0.2245
H -3.932171 1.129725 -0.888699 0.0 -0.4 -1.8 0.2365
H -5.316713 0.105741 -2.880863 -0.4 0.1 -0.2 0.2487
H -3.252083 -1.617309 -1.358792 -1.0 0.3 -0.1 0.2268
H -4.541392 -2.246753 -2.314981 -1.0 -2.4 -0.9 0.2153
H -5.007128 -1.240225 -0.917585 0.1 -0.3 0.1 0.2123
```
Positions in Å, forces in eV/Å.

Results
- E_tot (Ha) = -923.9091
- strongest force on any atom (eV/A) = 3.7
- SMILES string = CCCC[C@H](CC)CSC[C@H](C)C#N
- spin multiplicity = 1
- total charge = 0

Here is a cluster of 6 separate species, C27H43N2O15Si in total at a distorted geometry from OMol25. Energies are from the ωB97M-V functional and the def2-TZVPD basis.

XYZ file:
```
88
Properties=species:S:1:pos:R:3:forces:R:3:mulliken_charge:R:1
C 2.844610 -2.057794 3.371045 -0.3 0.2 -0.1 -0.9435
Si 2.874272 -1.067205 1.812674 0.8 -0.5 0.8 -0.0325
C 4.115337 0.294233 1.932754 -0.1 0.2 -0.1 -1.1201
C 3.091281 -2.158230 0.331783 -0.2 0.4 -0.6 -0.8147
N 1.164475 -0.319238 1.692312 -0.2 0.3 -0.6 1.4192
C 0.480299 -0.282255 0.552708 0.2 -0.1 0.0 -0.4219
C -0.819926 0.206321 0.515562 0.0 -0.1 -0.3 -0.4132
C -1.350055 0.658713 1.684324 -0.1 0.2 0.5 -0.3423
C -0.542598 0.606134 2.837235 -0.3 0.2 -0.1 -0.8752
N 0.677953 0.128104 2.842061 0.0 0.0 0.2 -0.9311
H 1.907576 -2.612943 3.488810 0.6 0.4 0.1 0.4012
H 2.992718 -1.438185 4.255652 0.0 0.0 0.0 0.3902
H 3.642016 -2.804459 3.316789 0.0 0.0 0.1 0.3945
H 4.093068 1.020856 1.119524 0.0 0.0 0.0 0.3712
H 5.095978 -0.193237 1.934787 0.0 0.1 0.0 0.3569
H 4.008846 0.812645 2.889329 0.0 0.0 -0.1 0.3196
H 3.922078 -2.840965 0.526912 -0.1 0.0 0.0 0.5496
H 2.192911 -2.729902 0.083072 0.2 -0.1 0.1 0.1850
H 3.355798 -1.576052 -0.557957 0.0 -0.1 0.0 0.2467
H 0.962247 -0.667104 -0.340611 0.0 0.0 0.2 0.7211
H -1.369505 0.205180 -0.416458 0.1 0.0 0.0 0.4599
H -2.355029 1.058414 1.743713 0.0 0.0 0.0 0.6308
H -0.920870 0.973789 3.785295 0.2 -0.1 0.0 0.5684
C 1.685066 3.639883 4.247614 0.0 0.0 0.1 -1.3912
C 0.642637 4.560435 3.670956 0.0 0.0 0.0 0.6707
C 1.158544 5.717417 2.836413 0.0 0.0 0.0 -0.4481
O 0.131091 6.692409 3.013206 0.0 0.1 0.0 -0.3307
C -0.463054 6.465379 4.213947 0.1 -0.1 0.0 0.6036
O -1.221851 7.194647 4.749576 -0.1 0.0 0.0 -0.4944
O -0.053148 5.263289 4.706883 -0.1 0.0 0.0 -0.3613
H 2.418238 4.200426 4.827336 0.0 0.0 0.0 0.4030
H 1.228378 2.906038 4.911330 0.0 0.0 0.0 0.3396
H 2.203532 3.110032 3.446124 0.0 0.0 0.0 0.3053
H -0.106613 3.994648 3.103075 0.0 0.0 0.0 0.1103
H 1.277864 5.493717 1.779479 -0.1 0.0 0.0 0.3033
H 2.094320 6.113177 3.239296 0.0 0.0 0.0 0.2977
C 1.613398 -3.188470 -5.359312 0.1 -0.2 0.1 -1.4949
C 0.763389 -2.484583 -4.341842 0.1 0.1 -0.1 0.5842
C 1.412642 -1.326094 -3.615574 0.0 0.0 0.0 -0.4821
O 0.689920 -1.333456 -2.361490 0.2 0.1 -0.1 -0.1930
C 0.276784 -2.605103 -2.136534 0.1 0.2 0.2 0.5315
O -0.156524 -2.940440 -1.068997 0.0 -0.1 -0.3 -0.4601
O 0.449561 -3.361275 -3.208803 -0.1 0.0 -0.1 -0.3978
H 2.552786 -3.524386 -4.918815 0.0 0.0 0.0 0.3634
H 1.094867 -4.058551 -5.757363 0.0 0.0 0.0 0.3728
H 1.825983 -2.505222 -6.180947 0.0 0.0 0.0 0.3790
H -0.187368 -2.168597 -4.773527 0.0 0.0 0.0 0.2656
H 1.285163 -0.370879 -4.108904 -0.1 -0.1 0.0 0.1523
H 2.469138 -1.508641 -3.404980 0.0 -0.1 0.0 0.2596
C -0.000684 -3.328174 1.918103 -0.2 0.1 0.2 -0.6668
C 0.468600 -4.628891 2.504149 -0.1 -0.1 -0.1 0.3487
C -0.602722 -5.570571 3.016759 0.0 0.0 0.0 -0.5004
O 0.093944 -6.274881 4.049260 0.0 0.0 0.0 -0.3511
C 1.073121 -5.469414 4.525783 -0.1 -0.2 0.0 0.4884
O 1.709926 -5.665490 5.502751 0.0 0.0 0.0 -0.5112
O 1.219370 -4.390334 3.707929 -0.2 -0.5 0.0 -0.2051
H -0.621763 -2.794331 2.643131 0.0 0.0 0.0 0.3934
H 0.858219 -2.700048 1.684489 -0.3 -0.3 -0.1 -0.6848
H -0.562872 -3.480469 1.000672 0.0 -0.1 0.1 0.7001
H 1.127277 -5.153463 1.805330 0.0 0.0 0.0 0.2278
H -0.978835 -6.269827 2.275972 0.1 -0.1 0.0 0.3213
H -1.434963 -5.024738 3.469424 0.0 0.0 0.0 0.3424
C 0.840304 4.557983 -3.862670 0.2 -0.1 0.0 -1.4814
C -0.195445 3.572830 -4.326608 0.0 0.0 0.1 0.4772
C -0.866209 2.743290 -3.250596 -0.1 0.2 0.0 -0.3839
O -1.217384 1.550202 -3.966625 -0.1 0.0 0.2 -0.0846
C -0.328364 1.404993 -4.973427 0.0 -0.1 0.1 0.4818
O -0.203804 0.394667 -5.595757 0.0 0.1 -0.1 -0.5790
O 0.405981 2.516434 -5.124847 -0.1 0.1 -0.1 -0.3495
H 1.604935 4.061543 -3.263398 0.0 0.0 0.0 0.3473
H 1.330450 5.029590 -4.712240 0.0 0.0 0.0 0.3770
H 0.365297 5.334699 -3.263653 0.0 0.0 0.0 0.3841
H -0.945976 4.062807 -4.950820 0.0 0.0 0.0 0.3161
H -1.754205 3.193227 -2.816439 -0.1 -0.1 -0.1 0.4291
H -0.165092 2.471551 -2.455592 0.0 0.1 0.0 0.0741
C -6.060394 -1.348673 -1.633072 0.0 0.0 0.2 -1.4635
C -5.500807 -0.018051 -2.054292 0.0 -0.1 0.0 0.4917
C -3.989472 0.081813 -2.127580 -0.1 0.0 -0.1 -0.4336
O -3.768636 1.474592 -1.870334 0.2 -0.1 0.1 -0.0791
C -4.809013 1.926976 -1.114100 0.0 -0.1 0.0 0.5382
O -4.820150 2.980292 -0.570105 0.0 0.1 0.1 -0.5415
O -5.785050 1.001670 -1.070973 -0.1 0.1 0.0 -0.3763
H -5.636689 -1.660298 -0.677439 0.0 0.0 0.0 0.3457
H -7.141184 -1.290894 -1.519541 0.0 0.0 0.0 0.3819
H -5.832021 -2.102126 -2.386856 0.0 0.0 0.0 0.3745
H -5.943798 0.310350 -2.997987 0.0 0.0 0.0 0.3190
H -3.568294 -0.186747 -3.092464 0.0 0.1 0.0 0.3541
H -3.511820 -0.504707 -1.335795 0.0 -0.1 0.0 0.1700
```
Positions in Å, forces in eV/Å.

Results
- E_tot (Ha) = -2582.1227
- strongest force on any atom (eV/A) = 1.2
- spin multiplicity = 1
- total charge = +1

Here is a structure of composition C18H21N4O3ReS2 from OMol25. Energies are from the ωB97M-V functional and the def2-TZVPD basis.

XYZ file:
```
49
Properties=species:S:1:pos:R:3:forces:R:3:nbo_charge:R:1
Re 0.246136 0.167225 -0.246712 -0.2 0.0 0.1 1.4921
C -2.269337 3.756090 3.392700 0.0 0.0 0.0 -0.7433
S -2.062797 1.969555 3.508888 0.0 0.0 0.0 0.3542
C -0.931043 1.669498 2.231553 -0.2 0.0 0.1 -0.0857
S -0.325670 0.040419 2.126675 0.0 -0.1 0.0 -0.0809
N -0.545376 2.607352 1.427186 0.0 0.0 0.0 -0.3713
N 0.384840 2.082384 0.552611 0.0 0.1 -0.2 -0.2626
C 1.457238 2.749290 0.296760 -0.1 0.0 0.0 0.0888
C 2.522629 1.987917 -0.309178 0.1 0.1 0.0 0.1406
C 3.758585 2.528209 -0.656212 -0.1 0.0 0.0 -0.1885
C 4.751300 1.686750 -1.106768 0.0 0.0 0.0 -0.1373
C 4.485255 0.322341 -1.199162 0.0 0.0 0.0 -0.2170
C 3.241259 -0.150953 -0.853965 0.0 0.0 0.0 0.0640
N 2.266341 0.659412 -0.406268 0.2 0.0 -0.1 -0.4377
H -2.755629 4.060116 4.316983 0.0 0.0 0.0 0.2452
H -1.299805 4.239744 3.313207 0.0 0.0 0.0 0.2424
H -2.888845 4.025291 2.541691 0.0 0.0 0.0 0.2334
H 1.578391 3.765414 0.651596 0.0 0.0 0.0 0.2355
H 3.915073 3.593775 -0.564709 0.0 0.0 0.0 0.2428
H 5.719679 2.077526 -1.385851 0.0 0.0 0.0 0.2431
H 5.236695 -0.371785 -1.546368 0.0 0.0 0.0 0.2455
H 2.980143 -1.196186 -0.931367 0.0 0.0 0.0 0.2243
O -1.078376 1.559421 -3.775614 -0.1 0.1 0.0 -0.5061
C -0.990557 1.126088 -2.668685 0.2 -0.5 0.0 0.7539
O 0.174467 1.002411 -2.009322 -0.2 0.4 -0.1 -0.6988
C -2.163361 0.596364 -1.884995 0.0 0.2 0.0 0.0892
C -3.439566 0.627300 -2.401328 0.0 0.0 0.0 -0.1834
C -4.480591 0.156908 -1.612587 0.0 0.0 0.0 -0.1256
C -4.196068 -0.320223 -0.345221 0.0 0.0 0.0 -0.2141
C -2.886257 -0.323131 0.104198 0.0 -0.1 0.0 0.0672
N -1.881124 0.121289 -0.656820 0.1 0.2 -0.1 -0.4636
H -3.585457 1.024001 -3.395890 0.0 0.0 0.0 0.2649
H -5.497519 0.169083 -1.980300 0.0 0.0 0.0 0.2427
H -4.976706 -0.690382 0.303488 0.0 0.0 0.0 0.2450
H -2.617885 -0.681168 1.087532 0.0 0.0 0.0 0.2388
C -0.865590 -3.453471 0.151472 0.0 0.0 0.0 -0.6312
C 0.583669 -2.996366 0.189498 -0.2 0.1 -0.1 0.2731
C 1.450856 -3.780343 -0.781464 0.0 -0.1 0.0 -0.6221
C 1.156011 -3.012832 1.595058 0.0 -0.1 0.0 -0.6314
O 0.610012 -1.619114 -0.294484 0.5 -0.3 0.3 -0.6415
H -0.935364 -4.495562 0.463692 0.0 0.0 0.0 0.2338
H -1.272594 -3.370395 -0.856925 0.0 0.0 0.0 0.2211
H -1.472983 -2.855662 0.832611 0.0 0.0 0.0 0.2119
H 1.364886 -4.846292 -0.571084 0.0 0.0 0.0 0.2325
H 2.501377 -3.505304 -0.682769 0.0 0.0 0.0 0.2106
H 1.132104 -3.609527 -1.809748 0.0 0.0 0.0 0.2258
H 1.211243 -4.042747 1.948431 0.0 0.0 0.0 0.2357
H 0.528067 -2.456908 2.287571 0.0 0.0 0.0 0.2246
H 2.162252 -2.592843 1.610398 0.0 0.0 0.0 0.2197
```
Positions in Å, forces in eV/Å.

Results
- E_tot (Ha) = -2017.7698
- strongest force on any atom (eV/A) = 0.6
- spin multiplicity = 2
- total charge = +1

Here is an isolated molecule of CH2O2S3 at a distorted geometry from OMol25. Energies are from the ωB97M-V functional and the def2-TZVPD basis.

XYZ file:
```
8
Properties=species:S:1:pos:R:3:forces:R:3:nbo_charge:R:1
C -0.926647 -0.081056 -0.060105 0.3 0.8 0.6 -0.3673
O 1.462384 1.869782 -0.877688 -0.1 0.1 -0.1 -0.8306
O -0.313737 -2.326540 0.411740 -0.4 0.1 -0.9 -0.9901
S -2.192564 0.349610 -0.849876 1.2 -0.2 0.5 0.3207
S 1.202588 1.689618 0.739663 -0.9 -1.2 0.6 0.1603
S 0.301197 -0.735036 0.796189 -0.4 0.2 -0.6 0.7362
H 0.663327 2.346377 -1.099106 -0.1 0.4 -0.9 0.4750
H -0.196546 -3.112753 0.939184 0.3 0.0 0.8 0.4956
```
Positions in Å, forces in eV/Å.

Results
- E_tot (Ha) = -1384.2013
- strongest force on any atom (eV/A) = 1.6
- spin multiplicity = 1
- total charge = 0